# C25H72BrNO26P7

A 7-piece molecular cluster, C25H72BrNO26P7 overall at a distorted geometry (wB97M-V/def2-TZVPD, the OMol25 dataset).

XYZ file:
```
132
Properties=species:S:1:pos:R:3:forces:R:3:lowdin_charge:R:1
O -1.74238 -5.45679 5.95291 -0.64 3.24 -0.06 -0.2386
H -2.13896 1.78902 -1.52395 -0.12 0.06 -0.24 0.0592
O 4.16064 1.42256 4.29974 -0.96 -3.33 0.44 -0.2603
C 5.39198 0.71380 4.52019 0.34 0.03 0.01 -0.1021
P 3.37247 -4.53958 5.63666 4.50 1.76 -7.07 0.6120
H 1.43684 0.47459 -5.49950 -0.03 -0.54 -0.05 0.0626
O 1.94990 1.76650 3.43916 -0.02 -0.75 0.34 -0.2558
H -4.45009 -2.33904 3.06512 -0.05 -0.08 0.09 0.0875
C 5.47459 -5.98885 4.81012 0.19 -0.31 0.07 -0.1026
H -0.89519 -5.17944 7.80818 0.04 -0.02 -0.14 0.0803
O -4.36458 6.81315 0.82414 1.11 0.70 -0.33 -0.2589
H -4.33354 -2.44246 -0.90950 -0.04 0.03 -0.07 0.0766
O 7.72801 0.47065 -6.09863 -0.45 0.13 0.55 -0.2608
H 5.08995 -5.94656 3.79161 -0.11 0.02 0.04 0.0926
H -5.67189 10.64887 -0.11414 0.04 -0.10 -0.02 0.0820
H 1.43770 -7.47147 4.99212 0.14 0.01 0.00 0.0939
H -2.47112 6.40309 -2.68239 -0.14 0.02 0.00 0.0798
H -8.18686 -3.78693 -2.89142 0.01 0.06 0.10 0.0873
O -4.04247 -5.77466 5.80663 0.16 0.66 0.27 -0.2538
H 2.13154 2.16160 -4.18338 -0.45 -0.26 -0.20 0.1205
O 2.95516 -3.84261 4.37287 -1.18 0.15 1.07 -0.2736
C -3.52780 2.00936 -3.23634 0.76 -0.46 0.99 -0.4010
O -3.44146 3.42764 -3.24449 -0.16 0.06 -0.45 -0.0306
H 4.39234 -2.32250 8.26195 -0.11 0.03 -0.12 0.0866
H 1.42416 1.21949 -1.34938 0.09 0.35 -0.07 0.0907
H -8.29876 -2.08899 -2.34412 0.13 0.00 0.00 0.0945
O -2.52670 -5.80639 3.70975 0.68 1.26 0.23 -0.2595
P -4.45049 7.94292 -0.14607 -5.28 -4.34 2.87 0.5720
C 2.04251 2.94314 4.23514 -0.07 0.14 0.35 -0.1029
H 9.61341 1.20129 -6.60818 -0.01 -0.06 0.09 0.0949
O -5.20627 -1.53639 -4.98728 1.56 -3.07 0.47 -0.2489
O -4.02309 7.13063 -1.55089 1.53 2.86 0.20 -0.2679
H 1.83690 4.22320 -3.17430 -0.01 -0.27 0.04 0.0884
H 2.20741 0.27470 -2.59539 -0.08 0.10 0.25 0.0723
H 3.60418 -3.89924 8.43244 0.06 0.08 0.09 0.0811
H -2.60519 0.38900 -4.40518 0.35 0.13 0.32 0.0978
H -5.84240 -6.69594 6.05787 0.19 -0.03 0.05 0.0915
H 2.82295 3.61029 3.87032 0.07 -0.10 -0.01 0.0927
H 5.27032 -3.78796 7.80173 -0.06 -0.06 -0.07 0.0821
H -5.95186 -5.01558 5.53580 -0.01 -0.01 -0.11 0.0839
C 1.00524 3.53742 -2.98586 -0.29 0.40 0.17 -0.0765
H -9.16059 -2.62813 -3.79451 0.14 0.09 -0.16 0.0937
O 4.05831 1.59290 1.93197 0.27 -1.20 0.15 -0.2821
H -2.27220 6.19048 -0.93098 -0.05 0.05 0.05 0.0845
C 8.58408 1.53841 -6.49225 0.05 0.33 -0.01 -0.1027
H 0.50598 -0.29396 2.95299 0.10 0.10 0.00 0.0783
O -1.27835 2.10643 -4.27801 0.44 -1.76 0.54 -0.2499
O -5.95870 8.21887 -0.67179 0.45 0.39 -0.31 -0.2529
H -4.02630 -3.88929 -1.91176 0.02 -0.07 0.12 0.0819
C -4.76822 -3.35811 -1.31499 0.07 0.08 0.31 -0.1066
H 2.22486 2.68389 5.27703 0.11 0.06 -0.03 0.0850
C -3.60162 -2.92598 3.41153 -0.04 0.07 -0.33 -0.1139
H -4.52698 -3.31266 -5.87028 0.00 0.01 -0.12 0.0822
H -4.74654 -1.93018 -6.95568 0.04 0.09 0.11 0.0862
C -4.71740 10.53172 0.39904 -0.16 0.28 0.06 -0.1089
C -2.62115 6.86968 -1.71053 0.17 -0.26 -0.01 -0.1171
H 8.22728 1.91216 -7.45071 -0.10 -0.17 0.00 0.0889
O 2.31943 0.00598 1.94387 0.77 -1.80 2.63 -0.2444
H -6.52358 6.31326 -1.29597 0.09 0.02 0.03 0.0884
H -3.04208 -3.29241 2.54873 0.03 -0.06 0.07 0.0807
H 8.57267 0.00959 -2.15214 0.07 0.04 0.09 0.0803
H 4.20609 1.31644 -2.56032 -0.05 0.39 -0.06 0.0639
C 5.47813 -0.91071 -5.08202 -0.19 0.02 -0.13 -0.1322
C 9.44231 0.22284 -2.77412 0.33 -0.08 0.15 -0.1057
H -3.31274 0.44606 -1.68285 -0.01 0.11 -0.27 0.0499
H 4.72743 -1.67740 -5.26832 0.14 -0.11 0.04 0.0855
C -6.62829 7.35948 -1.58423 -0.11 0.00 -0.30 -0.1068
C -2.61055 1.48039 -4.34398 -1.98 0.88 -0.75 -0.1550
H 6.07439 0.87384 3.68480 -0.08 0.02 -0.05 0.0847
H -2.05151 7.79897 -1.67577 0.09 -0.07 -0.06 0.0820
P -5.65892 -2.14516 -3.49247 -5.47 6.15 1.92 0.6161
H -6.25341 7.51222 -2.59590 0.03 -0.11 0.01 0.0822
C -8.25036 -2.74786 -3.21022 -0.30 -0.33 0.12 -0.0916
O 4.94907 -4.93396 5.60894 -0.13 -0.13 0.68 -0.2638
P -2.94801 -5.00524 4.89580 -2.19 -6.83 -2.34 0.5721
C -3.15575 1.51852 -1.83291 -0.38 0.08 0.39 -0.0748
H -2.66161 -5.27218 7.82216 -0.02 0.01 -0.09 0.0837
H -5.46944 -6.28751 4.37534 0.09 0.07 -0.03 0.0924
H 10.10472 -0.64302 -2.79487 -0.06 -0.02 -0.07 0.0879
H 0.97634 -5.81045 4.57662 0.03 0.03 0.03 0.0825
C -5.16271 -2.45632 -6.09907 -0.09 0.01 -0.31 -0.1107
O 6.77168 -1.49176 -5.28917 -0.23 1.49 2.81 -0.2222
C -1.79944 -4.88872 7.27681 0.07 -0.09 0.30 -0.1093
O -5.92874 -3.05085 -2.10228 2.23 -1.83 -2.12 -0.2602
P 8.10932 -0.56505 -4.90986 3.96 -0.70 -6.24 0.5743
H -3.89806 10.75723 -0.28476 -0.03 0.11 0.04 0.0815
C 2.06906 1.30364 -2.22824 0.52 -0.25 -0.75 -0.3102
H -3.05959 1.83448 -5.27976 0.44 0.00 0.04 0.1387
H 5.24873 -6.95484 5.25868 -0.05 -0.02 -0.11 0.0851
O -4.58839 9.19948 0.93350 2.14 0.45 -2.48 -0.2215
O -4.10691 -4.02686 4.17982 2.05 1.68 2.01 -0.2587
P 3.24847 0.90566 2.99224 -0.34 6.95 -3.79 0.5987
H -4.68161 11.23149 1.23077 0.07 -0.14 0.07 0.0890
O 9.03929 0.57383 -4.10902 -2.87 -0.73 1.63 -0.2600
Br -0.53907 -0.50807 -2.64071 0.06 0.55 -0.78 0.6454
H -6.16574 -2.79710 -6.35422 0.00 0.00 0.10 0.0839
C 4.29001 -3.31178 7.82063 0.22 0.14 0.17 -0.1145
H 8.53285 2.35270 -5.77048 0.12 -0.03 0.02 0.0824
O 3.77724 -3.15252 6.48304 -1.84 -2.07 1.99 -0.2456
H -2.96276 -2.28850 4.02342 -0.03 0.10 -0.08 0.0806
C 1.56093 -6.42529 5.26081 -0.26 -0.05 -0.27 -0.0982
N 0.41621 0.43719 -5.50150 -0.36 1.07 0.78 -0.0723
H 0.75393 3.62549 -1.92273 0.04 -0.21 -0.16 0.0980
H 0.89829 -1.44938 1.66918 0.13 0.01 -0.04 0.0816
H -7.68464 7.62226 -1.57172 0.05 0.09 0.16 0.0911
C 3.49111 1.82761 -1.90523 -0.57 -0.69 0.18 -0.0587
H 0.15165 3.94070 -3.53995 0.14 -0.18 -0.02 0.0714
H 5.20487 -0.35260 4.64798 0.09 0.01 0.07 0.0812
O 9.17085 -1.53526 -5.29426 -0.67 -0.14 1.20 -0.2455
H 1.08458 3.45778 4.17717 -0.04 -0.14 -0.15 0.0898
H -4.29659 3.77649 -2.96758 0.15 0.06 0.01 0.1056
P -0.06801 1.12557 -4.02487 1.25 0.58 -0.18 0.5419
H 3.57890 2.91090 -2.00490 0.08 -0.15 0.19 0.0780
H -1.84507 -3.79964 7.23094 0.06 -0.02 0.11 0.0836
O -7.14926 -2.41806 -4.05447 0.60 -0.60 -0.24 -0.2492
C 1.38598 2.09731 -3.37806 -0.25 0.01 0.86 -0.4236
H 5.37455 -0.55507 -4.05389 -0.15 -0.02 -0.03 0.0689
C -5.39832 -5.94480 5.40726 -0.33 0.09 0.06 -0.0997
O 2.96064 -6.09522 5.16325 -1.36 0.53 3.37 -0.2650
H -3.83420 2.02467 -1.13468 0.16 -0.10 -0.07 0.0939
H 1.74056 -1.55762 3.22366 -0.06 -0.10 -0.09 0.0712
H 0.15710 1.13762 -6.20325 -0.23 -0.35 -0.19 0.0818
H 9.97555 1.07041 -2.34990 -0.05 0.05 -0.12 0.0885
H 5.84436 1.10119 5.43035 -0.13 0.07 0.00 0.0885
H 3.72239 1.49030 -0.88856 0.13 0.45 -0.05 0.0743
H -4.54929 1.66478 -3.44201 0.25 -0.12 -0.25 0.1481
H 6.55705 -5.87366 4.78220 -0.04 0.19 0.09 0.0905
H 1.20737 -6.28081 6.28170 -0.10 -0.12 -0.04 0.0719
O -5.53364 -0.82273 -2.78502 1.38 -0.51 -0.18 -0.2720
H 5.31205 -0.08577 -5.77834 0.10 0.02 0.04 0.0776
C 1.31089 -0.86997 2.49345 -0.21 -0.15 0.01 -0.1048
H -5.07831 -4.00004 -0.49364 -0.10 0.00 -0.07 0.0915
```
Forces are in eV/Å.

Values from the calculation:
LUMO level, eV: -3.74
Largest force on an atom, Eh/bohr: 0.167
Net charge: +1

***

# C34H26F5N3O2S3Ta

C34H26F5N3O2S3Ta as an isolated structure at a distorted geometry (wB97M-V/def2-TZVPD, the OMol25 dataset).

XYZ file:
```
74
Properties=species:S:1:pos:R:3:forces:R:3:lowdin_charge:R:1
H -5.07723 -2.12778 -1.42351 -0.02 -0.04 0.01 0.1057
H -3.15274 -1.28992 -0.59113 -0.03 0.00 -0.06 0.1030
H -2.73841 4.34232 -2.15836 0.01 0.00 -0.01 0.1386
C 5.50391 -3.86793 -0.94305 -0.07 0.07 0.05 -0.1150
C 2.72379 2.51579 -1.30719 -0.50 0.08 -0.12 -0.1661
H -1.69833 0.25734 4.72557 -0.05 0.00 0.03 0.1310
C -2.32567 2.28990 -1.58999 0.17 -0.13 0.05 -0.1065
C 3.66104 -2.11096 0.10783 0.15 -0.25 -0.13 -0.2247
F 6.38636 -4.70059 -1.43425 0.08 -0.06 -0.04 0.1996
C 6.59234 2.84805 -1.04342 0.05 0.18 -0.02 -0.3622
H -4.42148 2.55793 -1.94252 0.01 0.03 0.00 0.1255
C -1.33516 -2.90667 -0.69512 0.29 -0.18 0.63 -0.4550
C 4.96347 -2.02525 0.53389 -0.13 0.09 -0.01 -0.1403
C 6.08855 4.10677 -1.20918 0.31 -0.14 0.07 -0.1355
C -5.75707 -1.28648 -1.43369 0.31 0.26 -0.05 -0.1087
C 4.18035 -3.92584 -1.35338 -0.07 0.09 0.07 -0.2166
C -2.18536 -4.07872 -0.47657 -0.28 0.01 -0.13 -0.0007
C -1.48013 1.21187 2.78153 -0.06 -0.08 0.16 -0.1196
H -1.51126 -4.92313 -0.28118 0.07 0.05 0.01 0.1256
S 5.37348 1.66526 -1.02870 -0.32 0.13 -0.06 1.0662
C -7.78700 -0.21454 -1.59316 -0.05 -0.17 0.02 -0.3619
N -1.65845 0.09927 -0.88631 1.06 -1.13 0.19 0.0065
C -5.34165 0.02964 -1.41597 -0.57 -0.07 0.03 -0.4864
H 1.98766 4.47612 -1.81121 0.02 0.02 0.01 0.1390
C 0.38131 3.08236 -1.59174 -0.04 -0.26 0.06 -0.1084
C -1.95477 3.63894 -1.90870 0.14 0.10 -0.02 0.0249
S 1.59317 -3.10508 -1.38972 -0.59 0.94 0.73 0.8873
H -2.17528 -1.42391 2.20211 -0.04 -0.03 0.00 0.0899
C 3.23918 -3.03624 -0.82954 0.05 -0.12 -0.07 -0.4593
H 4.12199 5.02520 -1.45896 -0.02 0.00 0.01 0.1219
C 4.12606 2.85831 -1.25234 0.63 0.06 0.07 -0.4755
F 3.79678 -4.82125 -2.23820 0.08 -0.05 -0.05 0.1476
C -2.93040 -0.28627 -0.92908 -0.19 0.10 0.10 -0.0489
C 4.68864 4.11476 -1.32666 -0.35 -0.20 -0.04 -0.0842
H -0.59138 -2.40591 4.61671 0.08 0.03 0.02 0.1430
F 2.71394 -1.27814 0.60890 -0.29 0.20 0.15 0.0025
H -0.34463 -2.79645 2.92068 0.09 0.01 0.07 0.1188
H 0.56295 -0.45016 4.45181 -0.05 0.18 -0.02 0.1796
H -2.78135 -4.31832 -1.35772 0.01 0.03 -0.01 0.1166
S -6.71031 1.09127 -1.52501 0.33 -0.14 0.03 1.1093
H 0.40076 1.91486 1.84646 0.02 0.01 0.02 0.1276
H -2.80748 -3.97648 0.41240 0.03 0.07 0.02 0.1033
C 0.04629 1.74637 -1.29654 0.21 0.51 -0.08 -0.1686
N 1.01395 0.82784 -1.07832 -0.83 -1.55 0.19 0.0243
C -2.09075 0.13194 3.71153 0.09 0.00 -0.11 -0.1480
H -3.15114 0.37287 3.78184 0.00 0.00 0.02 0.1299
C -0.66120 4.01982 -1.89608 -0.18 0.07 0.00 0.0246
F 7.13480 -2.85373 0.39005 0.20 0.00 0.05 0.2114
H -0.38276 5.04000 -2.12708 -0.01 -0.01 -0.01 0.1381
C -7.15061 -1.42412 -1.53723 -0.27 0.04 0.02 -0.1458
C 5.89356 -2.91637 -0.00200 -0.20 -0.05 -0.10 -0.1030
H -2.75958 -1.92177 3.78131 0.02 -0.05 -0.05 0.1292
O -0.99905 -2.42956 -1.79404 -0.15 0.19 -0.32 -0.1705
H -8.84910 -0.03815 -1.66673 0.02 0.03 -0.01 0.0906
C -3.65142 1.85915 -1.63858 -0.06 -0.32 0.03 0.0817
C 1.72886 3.45088 -1.58386 0.19 -0.23 0.05 0.0997
H 6.71019 4.98895 -1.23403 -0.03 0.01 -0.04 0.1253
C -3.99071 0.53957 -1.33990 0.34 0.26 0.04 -0.1694
H -1.81634 2.17995 3.15272 0.06 0.05 -0.12 0.1358
H 3.02332 0.41387 -0.96306 -0.08 0.01 0.02 0.0846
H -1.86953 1.08811 1.76968 -0.05 0.01 -0.04 0.1021
N 0.38865 -0.90169 3.56392 0.19 -0.32 -0.33 0.1479
C 0.39261 -0.13086 2.51346 0.13 0.47 0.78 -0.3494
C -1.97863 -1.35348 3.27768 0.19 0.15 0.12 -0.1462
F 5.32215 -1.12182 1.42619 0.06 0.04 0.08 0.1561
C 0.09424 1.30130 2.69087 -0.07 -0.04 -0.33 -0.0257
H -7.67697 -2.36596 -1.57249 0.03 -0.01 -0.02 0.1203
C -1.32279 1.35902 -1.24995 -0.44 0.23 -0.04 -0.1576
Ta 0.15036 -1.42638 -0.37921 0.78 1.31 -2.83 1.7651
O 0.32299 -0.66718 1.32743 -0.40 -0.17 1.33 -0.2029
H 7.62798 2.56520 -0.93641 -0.02 -0.03 0.01 0.0884
C -0.60945 -1.99663 3.61078 -0.44 -0.17 -0.13 -0.0911
C 2.28349 1.19251 -1.10000 0.43 -0.03 -0.04 -0.0632
H 0.50646 1.70041 3.61574 0.04 -0.10 0.05 0.1487
```
Forces are in eV/Å.

Values from the calculation:
LUMO level, eV: -10.75
Largest force on an atom, Eh/bohr: 0.062
Net charge: +3

***

# C5H8N2O

One molecule with the formula C5H8N2O at a distorted geometry (wB97M-V/def2-TZVPD, the OMol25 dataset).

XYZ file:
```
16
Properties=species:S:1:pos:R:3:forces:R:3:lowdin_charge:R:1
H -2.67569 0.26285 0.44853 0.98 -0.19 -0.31 0.1021
H 0.81179 -2.73368 0.44688 -0.14 1.22 -0.64 0.1216
H 0.38809 2.23623 -0.54834 0.77 -0.64 0.47 0.1422
C 0.47566 1.11967 -0.47951 1.78 1.75 2.12 -0.2116
C 0.33513 -0.69327 1.21449 0.01 -0.58 -2.27 -0.3094
C -1.65810 0.31453 0.01275 0.61 1.11 -2.26 -0.0562
H 0.84932 -1.34949 -0.94869 -0.06 -0.55 2.26 0.1366
H -0.12163 -1.10238 2.06094 -0.54 -0.58 1.39 0.1275
C -0.25422 0.59192 0.71915 -2.48 -0.98 -0.63 -0.2190
C 0.81182 -1.64169 0.17322 0.70 -0.69 0.00 -0.0638
N -1.50919 0.42023 -1.31068 -1.49 -0.83 3.60 0.0255
H -0.41806 1.24139 1.53933 0.17 1.03 0.66 0.1204
H 1.47228 0.66315 -0.35717 0.17 1.15 -0.55 0.1234
N -0.20014 0.58271 -1.54909 -0.17 -0.33 -5.10 -0.1443
H -0.01839 1.00118 -2.50575 -0.40 -0.76 1.81 0.1656
O 1.71133 -0.91336 1.08395 0.08 -0.13 -0.56 -0.0607
```
Forces are in eV/Å.

Values from the calculation:
LUMO level, eV: 1.00
Largest force on an atom, Eh/bohr: 0.099
Net charge: 0
Energy above the lowest of the compared OMol25 structures with the same formula, charge and spin, eV: 3.694

***

# C5H18N6P

C5H18N6P as an isolated structure at a distorted geometry (wB97M-V/def2-TZVPD, the OMol25 dataset).

XYZ file:
```
30
Properties=species:S:1:pos:R:3:forces:R:3:lowdin_charge:R:1
H 2.62932 1.59451 1.02576 -0.01 -0.05 -0.05 0.0952
P -0.19059 -0.15184 0.03662 -1.88 -1.22 1.46 0.9220
N -1.94014 0.96124 0.15424 -0.08 0.17 -0.47 0.0415
H 0.81143 1.90132 2.66216 -0.07 -0.07 -0.03 0.0985
H -0.91441 -0.55281 -2.31288 0.15 -0.05 0.14 0.1072
N 1.10409 -1.11046 -0.41269 -0.74 0.40 0.31 -0.3717
H 0.71264 -2.78467 -1.67478 -0.02 0.00 0.01 0.0957
N -0.96926 0.01932 -1.48504 -0.07 -0.25 0.15 0.0213
H -1.46191 -2.33305 1.10054 0.23 -0.15 0.13 -0.0205
H -0.31226 2.78941 1.61990 -0.02 0.02 -0.05 0.0926
H 3.00649 -1.35724 0.43155 -0.03 0.01 0.03 0.0962
H 1.86341 -2.66184 0.79881 -0.04 0.02 0.02 0.0958
H -0.78476 1.21614 2.29533 0.00 0.11 0.18 0.0651
C 0.04227 1.79436 1.89305 -0.13 0.05 0.11 -0.1022
N -1.67428 -1.37370 1.36879 2.20 1.52 -2.13 -0.0128
H -4.02646 1.22607 -1.46880 0.03 0.01 -0.04 0.1281
H 1.69125 -1.08342 1.59000 0.12 -0.09 0.03 0.0778
C 1.85172 1.63698 0.25837 0.33 0.01 -0.11 -0.0831
H 2.17690 1.08846 -0.62218 0.07 0.05 0.06 0.0821
H 1.70194 2.68268 -0.02007 -0.01 -0.01 0.01 0.0974
C -2.13226 0.63332 -1.07640 0.08 0.50 0.30 -0.5618
H -3.20872 0.53623 -2.81817 0.01 0.00 0.03 0.1225
N -3.18265 0.84564 -1.86230 -0.19 -0.13 -0.27 0.2080
H -1.29122 -1.25053 2.30265 0.21 -0.07 0.15 -0.0251
N 0.60349 1.09069 0.75621 -0.20 -0.56 -0.03 -0.3519
H -2.66529 1.38232 0.71227 0.02 -0.08 0.12 0.1137
C 1.96165 -1.58218 0.65979 0.17 -0.05 0.29 -0.1092
C 1.27064 -1.84388 -1.65130 -0.13 -0.06 -0.22 -0.0942
H 2.33084 -2.08358 -1.75472 -0.08 0.03 -0.05 0.0986
H 0.99611 -1.22950 -2.50670 0.06 -0.06 -0.06 0.0732
```
Forces are in eV/Å.

Values from the calculation:
LUMO level (spin up / spin down), eV: -3.24 / -3.24
Largest force on an atom, Eh/bohr: 0.067
Net charge: +1
Energy above the lowest of the compared OMol25 structures with the same formula, charge and spin, eV: 1.231